# 1
Formula: C23H27N2O2
Source: OMol25
Level of theory: ωB97M-V with the def2-TZVPD basis set

CARTESIAN COORDINATES (ANGSTROEM)
C: -1.06 -3.94 -3.21
N: -0.96 -3.10 -2.04
C: 0.08 -2.27 -1.75
C: -0.23 -1.47 -0.63
C: 0.54 -0.25 -0.17
C: -0.08 0.38 1.07
C: -1.38 0.91 1.06
C: -1.92 1.45 2.24
C: -1.22 1.41 3.45
C: -1.77 2.06 4.69
C: 0.04 0.81 3.45
C: 0.60 0.31 2.28
C: -1.45 -2.07 -0.06
C: -2.16 -2.05 1.15
C: -3.40 -2.73 1.23
C: -3.91 -3.50 0.17
C: -3.11 -3.70 -0.97
C: -1.92 -3.00 -1.04
H: -2.07 -4.36 -3.28
H: -0.86 -3.34 -4.11
H: -0.34 -4.77 -3.19
H: 0.98 -2.38 -2.35
H: 1.52 -0.59 0.14
H: -2.00 0.80 0.16
H: -2.94 1.86 2.22
H: -1.03 2.03 5.49
H: -2.03 3.11 4.52
H: -2.67 1.56 5.06
H: 0.59 0.71 4.39
H: 1.56 -0.20 2.31
H: -1.75 -1.56 2.04
H: -3.99 -2.65 2.15
H: -4.90 -3.95 0.24
H: -3.43 -4.35 -1.79
C: 4.22 3.52 1.05
O: 3.25 3.24 0.03
C: 2.59 2.07 0.11
C: 1.55 2.05 -0.99
C: 2.22 2.38 -2.32
C: 2.05 1.21 -3.28
C: 1.22 0.14 -2.62
N: 0.78 0.72 -1.27
O: 2.86 1.22 0.95
H: 4.63 4.50 0.80
H: 3.76 3.57 2.04
H: 5.03 2.79 1.06
H: 0.81 2.83 -0.72
H: 1.75 3.29 -2.70
H: 3.28 2.62 -2.18
H: 1.59 1.57 -4.20
H: 3.02 0.80 -3.56
H: 0.36 -0.12 -3.26
H: 1.84 -0.72 -2.39
H: -0.14 1.12 -1.47

- Kohn-Sham gap: 7.8 eV
- HOMO energy: -10.45 eV
- Structure (SMILES): COC(=O)[C@H]1CCC[N@H+]1[C@@H](c1ccc(C)cc1)c1cn(C)c2ccccc12
- Total charge: +1



# 2
Formula: C3H6N2S2
Source: OMol25
Level of theory: ωB97M-V with the def2-TZVPD basis set

CARTESIAN COORDINATES (ANGSTROEM)
C: -0.61 2.62 1.96
C: 0.52 2.78 2.32
C: 1.14 -0.86 -2.49
N: 0.26 0.15 0.52
N: -0.61 0.19 -0.40
S: 1.69 -0.72 0.64
S: -0.44 -0.20 -2.01
H: -1.64 2.56 1.76
H: 1.56 3.00 2.62
H: 0.99 -1.29 -3.42
H: 1.38 -1.63 -1.80
H: 1.80 -0.04 -2.64
H: -0.11 0.58 1.42

- Kohn-Sham gap (spin up / spin down): 7.8 / 7.8 eV
- HOMO energy (spin up / spin down): -7.98 / -7.98 eV
- Total charge: 0



# 3
Formula: C3H10NS
Source: OMol25
Level of theory: ωB97M-V with the def2-TZVPD basis set

CARTESIAN COORDINATES (ANGSTROEM)
C: 2.03 0.23 1.23
S: 2.32 1.77 0.11
H: 0.92 0.28 1.49
H: 2.53 -0.43 0.53
H: 2.55 0.32 2.21
C: -1.16 0.75 0.18
N: -1.03 0.14 -1.13
C: -1.16 -1.26 -1.21
H: -2.07 1.41 0.25
H: -1.06 0.01 0.95
H: -0.21 1.39 0.47
H: -0.04 0.45 -1.37
H: -2.17 -1.64 -1.53
H: -0.92 -1.80 -0.21
H: -0.52 -1.63 -1.95

- Kohn-Sham gap (spin up / spin down): 1.9 / 6.1 eV
- ⟨S²⟩: 0.75
- HOMO energy (spin up / spin down): 4.27 / 0.09 eV
- Multiplicity: 2
- Total charge: -2



# 4
Formula: C2H2N2O2S
Source: OMol25
Level of theory: ωB97M-V with the def2-TZVPD basis set

CARTESIAN COORDINATES (ANGSTROEM)
C: 0.55 -0.10 0.07
C: -1.55 -0.28 -0.01
H: 2.46 1.04 0.31
H: -1.73 1.80 -0.38
N: -0.28 -1.03 0.13
N: -1.27 1.07 0.16
O: -2.65 -0.71 -0.10
O: 0.14 1.19 -0.07
S: 2.27 -0.29 -0.06

- Kohn-Sham gap: 10.8 eV
- HOMO energy: -10.38 eV
- Structure (SMILES): O=c1nc(S)o[nH]1
- Total charge: 0



# 5
Formula: H4N4O
Source: OMol25
Level of theory: ωB97M-V with the def2-TZVPD basis set

CARTESIAN COORDINATES (ANGSTROEM)
N: 1.34 -0.03 -0.40
N: 1.22 -2.36 -0.57
N: -1.62 1.37 0.09
N: 1.19 -1.21 -0.19
O: 1.06 1.06 0.13
H: -2.21 2.24 0.32
H: 1.70 -3.04 -0.02
H: -0.67 1.39 0.19
H: -2.00 0.58 0.44

- Kohn-Sham gap: 8.1 eV
- HOMO energy: -9.07 eV
- Structure (SMILES): [H]/N=N/N=O.N
- Total charge: 0



# 6
Formula: C12H24GaNO9PS
Source: OMol25
Level of theory: ωB97M-V with the def2-TZVPD basis set

CARTESIAN COORDINATES (ANGSTROEM)
C: 4.64 -3.13 -6.36
C: 3.33 -3.68 -6.28
C: 2.96 -4.36 -4.90
Ga: 3.42 -2.96 -3.44
P: 1.77 -2.81 -1.74
N: 0.90 -1.28 -2.05
O: 0.62 -4.09 -1.96
S: 5.51 -3.54 -2.53
C: 5.37 -3.28 -0.70
O: 6.64 -2.75 -3.11
O: 5.81 -5.01 -2.78
H: 5.52 -3.80 -6.28
H: 4.74 -2.02 -6.45
H: 2.61 -3.62 -7.12
H: 3.68 -5.22 -4.73
H: 1.90 -4.72 -4.86
H: 3.61 -1.49 -4.09
H: 1.57 -0.51 -2.01
H: 0.54 -1.28 -3.01
H: 1.09 -4.87 -1.64
H: 6.34 -3.40 -0.17
H: 4.94 -2.26 -0.55
H: 4.58 -3.99 -0.35
C: -2.77 1.86 1.32
C: -1.34 2.23 1.01
C: -0.92 1.95 -0.40
O: 0.49 1.77 -0.26
C: 0.71 1.33 1.01
O: 1.75 0.91 1.40
O: -0.42 1.43 1.76
H: -3.47 2.50 0.79
H: -2.97 0.82 1.04
H: -2.96 1.93 2.38
H: -1.17 3.28 1.28
H: -1.14 2.77 -1.08
H: -1.34 1.02 -0.81
C: -6.08 4.58 6.39
C: -5.60 3.71 5.25
C: -4.22 3.16 5.44
O: -3.79 2.97 4.09
C: -4.46 3.87 3.32
O: -4.23 4.12 2.18
O: -5.45 4.47 4.04
H: -6.25 3.99 7.29
H: -5.36 5.37 6.61
H: -7.02 5.08 6.12
H: -6.33 2.92 5.05
H: -4.21 2.22 5.98
H: -3.54 3.86 5.92

- Kohn-Sham gap: 4.9 eV
- HOMO energy: -3.34 eV
- Total charge: -1



# 7
Formula: C4H8N2OS
Source: OMol25
Level of theory: ωB97M-V with the def2-TZVPD basis set

CARTESIAN COORDINATES (ANGSTROEM)
C: -0.62 1.66 2.15
C: -0.42 -0.13 0.59
C: 1.24 -0.61 -1.23
C: 1.03 -0.49 0.27
H: -1.33 1.03 2.87
H: -0.77 2.69 2.06
H: 0.36 1.38 2.49
H: -0.83 -0.80 1.30
H: 2.10 -0.26 -1.89
H: 1.37 -1.43 0.60
H: 2.02 1.45 -0.07
H: 2.80 0.10 1.41
N: 0.23 -0.86 -2.04
N: 1.82 0.57 0.89
O: -0.80 1.08 0.84
S: -1.32 -0.84 -1.13

- Kohn-Sham gap: 8.8 eV
- HOMO energy: -8.48 eV
- Total charge: 0



# 8
Formula: C5H10N2
Source: OMol25
Level of theory: ωB97M-V with the def2-TZVPD basis set

CARTESIAN COORDINATES (ANGSTROEM)
C: 2.03 -0.26 -0.44
C: 1.23 0.99 -0.15
N: 0.02 1.33 -0.94
C: -0.10 0.95 0.48
C: -0.81 -0.22 1.02
C: -2.18 -0.52 0.58
N: -1.26 -1.46 -0.06
H: 2.60 -0.17 -1.37
H: 1.40 -1.15 -0.51
H: 2.75 -0.44 0.37
H: 1.85 1.86 0.04
H: -0.22 0.54 -1.55
H: -0.38 1.80 1.11
H: -0.42 -1.32 1.23
H: -2.89 -1.00 1.26
H: -2.63 0.21 -0.09
H: -0.98 -1.13 -0.99

- Kohn-Sham gap: 10.4 eV
- HOMO energy: -9.23 eV
- Structure (SMILES): C[C@H]1N[C@H]1[C@H]1CN1
- Total charge: 0



| no. | M (g/mol) | maximum force (hartree/bohr) |
| --- | --- | --- |
| 1 | 363.48 | 0.0514 |
| 2 | 134.23 | 0.0444 |
| 3 | 92.19 | 0.0664 |
| 4 | 118.12 | 0.0505 |
| 5 | 76.06 | 0.1044 |
| 6 | 459.09 | 0.0756 |
| 7 | 132.19 | 0.1080 |
| 8 | 98.15 | 0.0830 |